Molecular formula: C21H24Ge2NiO4S
Method: DFT, wB97M-V/def2-TZVPD

Cartesian coordinates (Å):
Ge1 0.3757 -1.2014 0.0235
Ge2 0.1354 -3.5978 -0.3296
Ni1 1.8988 1.7498 0.4043
S1 3.2786 -0.3712 0.7399
O1 2.1446 -1.4453 0.4926
O2 4.4478 -1.1463 1.0223
O3 2.7908 0.4967 1.8341
O4 3.3241 0.4664 -0.4779
C1 -0.0068 6.1859 0.2837
C2 -0.0639 -0.2380 -1.6177
C3 -0.6863 -0.6198 1.5666
C4 0.4308 5.5950 1.4618
C5 0.6080 -4.5729 1.3122
C6 -1.6592 -4.1510 -0.9049
C7 -0.9732 0.9284 -3.9930
C8 -0.3499 -0.3102 -4.0226
C9 -1.3535 -1.6077 2.2912
C10 0.0912 -0.8887 -2.8407
C11 -1.6604 1.0319 3.0430
C12 0.0532 5.4504 -0.8915
C13 0.5356 4.1449 -0.8788
C14 1.4439 -4.2352 -1.6499
C15 -2.3138 0.0358 3.7558
C16 -0.8558 0.7077 1.9601
C17 -2.1590 -1.2890 3.3767
C18 0.9915 3.5043 0.2851
C19 0.9176 4.2917 1.4513
C20 -0.6851 1.0095 -1.6042
C21 -1.1412 1.5853 -2.7821
H1 -0.3853 7.2018 0.2814
H2 -2.9380 0.2907 4.6037
H3 0.5632 3.6113 -1.8236
H4 1.2756 -3.8484 -2.6535
H5 0.5714 -1.8577 -2.8795
H6 -0.2075 -0.8275 -4.9636
H7 1.3921 -5.3254 -1.6926
H8 -1.9514 -3.6318 -1.8187
H9 1.4947 -4.1261 1.7619
H10 -0.3431 1.5083 1.4373
H11 -1.7677 2.0710 3.3289
H12 -1.3224 1.3837 -4.9118
H13 -2.6610 -2.0773 3.9245
H14 -1.6743 -5.2261 -1.0926
H15 -0.2771 5.8958 -1.8251
H16 -0.1931 -4.5690 2.0516
H17 1.2540 3.8737 2.3965
H18 -2.3995 -3.9186 -0.1380
H19 0.8319 -5.6101 1.0541
H20 -0.7980 1.5563 -0.6788
H21 -1.2490 -2.6507 2.0148
H22 0.3962 6.1534 2.3920
H23 -1.6163 2.5578 -2.7485
H24 2.4454 -3.9444 -1.3315

Calculated values
Energy above the lowest of the compared OMol25 structures with the same formula, charge and spin: 20.3 kJ/mol
Spin multiplicity: 2
Calculated total energy: -195268.873 eV
HOMO level (spin up / spin down): -4.70 / -4.10 eV
Net charge: -1
Frontier orbital gap (spin up / spin down): 0.27191 / 0.24970 Eh